C30H90O15 | wB97M-V/def2-TZVPD

Properties
- ΔE to the lowest compared entry with this formula, charge and spin (kcal/mol) = 76.3
- max |F| (eV/Å) = 1.154
- charge = 0

The geometry in XYZ format:
```
135
Properties=species:S:1:pos:R:3:forces:R:3:lowdin_charge:R:1
C -2.197483 1.377667 -3.397478 0.0 0.5 -0.4 -0.080
C -3.286743 2.393224 -3.671447 -0.2 0.2 0.1 -0.322
O -2.856852 3.232085 -4.743393 0.0 -0.1 0.0 -0.082
H -1.294050 1.919567 -3.113978 0.0 -0.1 0.3 0.075
H -1.939573 0.848909 -4.316276 -0.2 -0.2 0.0 0.072
H -2.507221 0.680662 -2.622607 0.2 0.0 0.1 0.054
H -3.479032 3.012637 -2.785635 0.2 -0.1 0.1 0.111
H -4.248586 1.923296 -3.916950 0.2 -0.2 -0.1 0.108
H -3.433281 4.000598 -4.768304 0.0 0.0 -0.1 0.078
C -3.329545 2.134896 2.543584 -0.3 -0.8 0.3 -0.081
C -4.672424 2.286887 3.258923 0.6 0.8 -0.6 -0.306
O -5.031132 3.649959 3.430507 -0.4 0.3 0.1 -0.081
H -3.207151 1.053704 2.445658 0.4 0.1 -0.1 0.035
H -2.477224 2.521508 3.105640 -0.1 0.1 0.1 0.066
H -3.314777 2.555821 1.539871 -0.2 0.2 0.0 0.080
H -4.664180 1.738565 4.206958 -0.1 0.0 -0.1 0.108
H -5.453298 1.900085 2.601156 0.0 -0.2 0.2 0.105
H -4.437045 4.108367 4.029965 0.2 -0.2 0.0 0.079
C -2.579607 -4.683620 1.150564 0.3 -0.2 0.2 -0.062
C -2.010512 -4.083551 -0.115147 0.1 0.9 0.4 -0.272
O -0.624471 -3.825584 0.127756 0.0 -0.2 -0.4 -0.110
H -2.485585 -3.986585 1.987296 0.0 0.2 -0.2 0.046
H -1.980644 -5.547817 1.447082 -0.2 -0.2 -0.1 0.084
H -3.627828 -4.964975 1.062514 0.0 0.0 -0.1 0.080
H -2.456267 -3.100213 -0.300561 -0.4 -0.2 -0.1 0.090
H -2.160823 -4.702432 -1.002069 0.1 -0.2 0.1 0.113
H -0.236886 -3.392815 -0.656308 0.0 0.1 0.2 0.047
C -5.649598 0.092322 -0.331494 0.4 0.1 0.6 -0.067
C -4.511912 -0.930788 -0.356068 -0.9 0.2 -0.6 -0.305
O -3.517400 -0.637133 0.603572 0.0 -0.2 0.0 -0.109
H -5.275146 1.100263 -0.521555 0.0 -0.1 -0.4 0.074
H -6.061480 0.151620 0.681611 -0.1 -0.2 0.0 0.066
H -6.455920 -0.184268 -1.009237 0.1 0.1 -0.1 0.076
H -4.047413 -0.945941 -1.344273 0.1 0.1 0.1 0.091
H -4.959931 -1.923447 -0.217990 0.3 -0.1 0.2 0.115
H -3.915211 -0.821673 1.470909 0.1 0.0 0.1 0.045
C 1.298724 -2.657236 3.114976 -0.1 -0.1 0.5 -0.092
C 0.686932 -4.026512 3.376021 -0.2 0.3 -0.6 -0.312
O 0.855428 -4.847673 2.227943 -0.2 0.2 0.3 -0.100
H 1.283115 -2.049271 4.025376 0.0 0.1 -0.1 0.071
H 0.714420 -2.142376 2.349482 0.1 0.0 -0.1 0.057
H 2.330760 -2.774038 2.786318 0.0 0.1 0.0 0.061
H -0.385001 -3.885828 3.568814 0.0 -0.1 0.2 0.091
H 1.126295 -4.513488 4.244903 0.1 -0.1 -0.1 0.110
H 0.370024 -4.384315 1.513152 0.2 -0.5 0.0 0.030
C 0.874662 1.782344 5.370373 -0.6 0.2 -0.5 -0.077
C 0.884799 1.630993 3.838535 0.7 0.1 0.8 -0.313
O 1.975011 2.351013 3.296756 0.2 -0.2 -0.5 -0.104
H 0.899163 2.821878 5.698889 0.0 0.1 -0.2 0.071
H 1.756552 1.303026 5.793128 -0.1 -0.2 0.0 0.070
H -0.052170 1.340774 5.747078 0.2 -0.2 0.3 0.062
H -0.008853 1.993215 3.328199 -0.2 0.1 0.3 0.092
H 0.948905 0.550808 3.654449 0.1 0.0 -0.4 0.093
H 2.789275 1.810139 3.309540 -0.3 0.2 0.1 0.037
C 1.096249 0.358379 -0.325342 -0.6 -0.4 -0.6 -0.052
C -0.298235 -0.108737 0.075450 0.6 0.0 0.9 -0.271
O -1.218431 0.971262 -0.007294 0.1 0.0 -0.2 -0.100
H 1.545415 1.014483 0.418467 -0.1 0.2 -0.1 0.067
H 0.989353 0.858974 -1.290810 0.3 0.2 0.1 0.069
H 1.730670 -0.517718 -0.475656 0.0 0.0 0.1 0.069
H -0.216962 -0.426605 1.126414 -0.3 -0.2 -0.1 0.096
H -0.632318 -0.965571 -0.514770 0.0 0.1 -0.1 0.095
H -2.103692 0.615107 0.148580 -0.2 -0.1 0.2 0.050
C 2.277743 -2.509055 -5.226614 -0.7 0.4 -0.5 -0.074
C 2.165691 -1.037286 -4.859784 0.9 0.1 0.0 -0.288
O 2.327632 -0.924445 -3.444247 -0.1 0.2 0.1 -0.122
H 2.125807 -2.669087 -6.297794 0.0 0.2 0.0 0.078
H 1.474698 -3.053175 -4.728988 0.3 -0.3 0.2 0.051
H 3.275852 -2.880110 -5.006490 -0.1 -0.1 0.4 0.081
H 1.242099 -0.525861 -5.152330 -0.1 -0.4 -0.2 0.119
H 3.005002 -0.510932 -5.341493 -0.2 0.1 0.0 0.109
H 2.289905 0.032422 -3.240616 0.1 -0.3 0.0 0.053
C 0.089483 5.617806 0.672377 0.0 0.5 0.5 -0.083
C 0.039888 4.135692 0.949962 0.0 -0.6 0.2 -0.324
O -0.009875 3.427618 -0.281578 -0.2 -0.2 -0.1 -0.109
H 0.962399 5.954246 0.113235 0.0 -0.3 -0.3 0.052
H 0.116436 6.201043 1.598514 0.0 -0.2 0.1 0.076
H -0.818820 5.931460 0.156526 0.1 -0.1 -0.2 0.075
H -0.845326 3.911407 1.562612 -0.2 0.1 -0.2 0.101
H 0.862028 3.729944 1.550295 0.3 0.5 0.0 0.086
H -0.423154 2.554968 -0.112360 0.1 0.4 -0.2 0.029
C -2.367844 -1.210243 4.017277 -0.3 0.0 -0.1 -0.070
C -3.612618 -2.072656 3.967975 0.3 -0.3 0.1 -0.284
O -4.628825 -1.424166 3.190848 0.1 0.0 0.1 -0.087
H -2.035528 -0.922621 3.018884 0.0 0.0 -0.1 0.064
H -1.548977 -1.756400 4.485211 0.0 0.0 0.1 0.073
H -2.580102 -0.308285 4.591812 0.2 0.1 0.0 0.077
H -3.966307 -2.259786 4.985950 -0.1 0.1 0.0 0.116
H -3.384940 -3.052369 3.535362 0.0 0.1 0.0 0.088
H -5.414012 -1.979491 3.234911 -0.1 0.1 -0.1 0.099
C 4.801024 2.311141 -3.662285 -0.9 -0.2 0.2 -0.070
C 3.406132 2.596854 -4.215096 0.6 0.1 0.0 -0.287
O 2.404697 1.874417 -3.493020 0.0 0.1 0.0 -0.102
H 5.529777 2.953079 -4.152870 0.2 -0.2 0.0 0.079
H 4.983212 1.247684 -3.827204 0.4 0.1 0.0 0.073
H 4.808071 2.480696 -2.585815 0.2 0.1 0.0 0.054
H 3.407158 2.262110 -5.258114 -0.3 0.2 0.0 0.108
H 3.180754 3.664709 -4.163200 0.0 -0.1 -0.2 0.115
H 1.810819 2.514315 -3.090056 -0.1 -0.1 0.1 0.092
C -1.901272 -2.189926 -3.132632 0.0 0.1 -0.6 -0.079
C -1.563227 -3.528428 -3.764884 -0.5 0.4 -0.6 -0.298
O -2.772656 -4.031767 -4.363847 0.2 -0.2 0.3 -0.084
H -2.717506 -2.274551 -2.415933 0.2 -0.1 0.2 0.054
H -2.258359 -1.515397 -3.913718 -0.1 -0.1 -0.1 0.069
H -1.020786 -1.697494 -2.722984 0.0 -0.2 0.3 0.062
H -1.142629 -4.249574 -3.060132 0.0 0.1 0.1 0.095
H -0.864408 -3.379577 -4.595016 0.3 0.1 0.3 0.103
H -2.534048 -4.855187 -4.801641 -0.2 0.0 0.0 0.078
C 4.903255 -0.196691 1.005591 0.0 -0.1 -0.2 -0.065
C 4.028157 -0.292146 2.226698 0.2 0.2 0.2 -0.288
O 4.252876 0.817056 3.114735 -0.1 -0.1 -0.1 -0.092
H 4.657917 0.734374 0.494135 0.2 -0.1 -0.1 0.064
H 4.691919 -1.040811 0.344325 0.0 0.1 -0.1 0.066
H 5.968523 -0.214335 1.240333 0.0 0.1 0.1 0.080
H 4.182424 -1.218524 2.786157 -0.1 -0.1 -0.2 0.111
H 2.989577 -0.223189 1.896967 0.0 -0.1 0.3 0.093
H 5.000079 0.617350 3.684607 0.0 0.1 0.0 0.101
C 3.679208 3.811419 -0.252877 -0.1 -0.2 0.0 -0.071
C 3.929433 5.047546 0.584830 -0.3 -0.2 0.4 -0.306
O 5.191162 5.662641 0.304266 -0.4 0.0 -0.3 -0.075
H 3.658631 4.039486 -1.319399 0.3 0.1 0.0 0.066
H 2.700529 3.372215 -0.041226 -0.1 0.2 0.2 0.059
H 4.407506 3.028915 -0.035924 0.2 0.1 -0.2 0.063
H 3.906763 4.803079 1.649749 0.0 -0.2 0.0 0.112
H 3.096427 5.736531 0.429332 0.1 0.2 -0.1 0.091
H 5.023237 6.607849 0.281084 0.2 0.0 0.0 0.074
C 2.936443 -3.693590 -0.650028 0.3 -0.3 -0.4 -0.060
C 1.901900 -4.017888 -1.720042 0.0 0.5 0.0 -0.277
O 1.057815 -2.869784 -1.915994 0.0 -0.5 -0.1 -0.144
H 3.692760 -4.478337 -0.560497 -0.2 -0.1 0.1 0.081
H 2.465516 -3.541643 0.318841 0.0 0.0 0.0 0.056
H 3.471603 -2.788794 -0.947682 -0.1 0.1 0.1 0.063
H 1.256380 -4.849630 -1.436858 0.0 0.0 0.2 0.109
H 2.352783 -4.287072 -2.679808 0.2 0.0 0.1 0.106
H 1.568215 -2.204573 -2.424143 -0.2 0.1 0.1 0.044
```
Forces are in eV/Å.

---

C2H4CaLiO2 | wB97M-V/def2-TZVPD

Properties
- max |F| (eV/Å) = 2.555
- DFT total energy (eV) = -24875.912
- expectation value of S² = 0.750
- charge = 0
- spin multiplicity = 2

The geometry in XYZ format:
```
10
Properties=species:S:1:pos:R:3:forces:R:3:lowdin_charge:R:1
O -2.610596 1.416877 -0.526367 0.9 0.3 0.6 -0.586
C -1.840465 -1.339083 -0.676771 1.0 -1.3 1.7 -0.033
C -1.678266 -1.499647 0.673094 0.2 0.0 -2.5 -0.426
O -0.959666 -0.614019 1.405907 0.4 0.1 0.9 -0.664
H -2.878587 1.623730 -1.420595 0.0 0.1 0.1 -0.126
H -1.054335 -0.802975 -1.226380 -1.1 0.4 0.1 0.055
H -2.533590 -1.998805 -1.202416 0.5 0.2 0.0 0.052
H -1.945315 -2.464048 1.127459 -0.7 0.6 0.3 0.088
Ca -0.648497 -0.509347 3.523986 -0.1 -0.1 -0.5 1.054
Li -1.121819 1.116200 0.413659 -1.2 -0.3 -0.7 0.586
```
Forces are in eV/Å.

---

C17H33FNO3S | wB97M-V/def2-TZVPD

Properties
- max |F| (eV/Å) = 3.131
- DFT total energy (eV) = -39342.658
- charge = +1
- SMILES string = CC(=O)OCCCCCCCC[C@@]1(S)[C@H](CCO)C[NH2+]C[C@H]1F

The geometry in XYZ format:
```
56
Properties=species:S:1:pos:R:3:forces:R:3:lowdin_charge:R:1
C -1.706623 -3.309953 1.260603 0.1 -0.1 0.1 0.005
C -1.469163 -3.784899 -0.148434 -2.0 -1.6 -1.5 -0.494
O -2.300788 -4.471245 -0.752570 2.1 1.9 1.3 0.108
O -0.313879 -3.369694 -0.755544 -0.4 -0.1 0.4 -0.068
C 0.872292 -4.011845 -0.232328 -0.1 -0.2 0.0 -0.169
C 2.040141 -3.062596 -0.190442 -0.1 -0.1 -0.1 -0.178
C 2.207839 -2.258327 -1.472638 0.0 -0.2 0.2 -0.201
C 3.318778 -1.209473 -1.378603 -0.7 0.3 0.0 -0.175
C 2.796541 0.224484 -1.139870 0.5 -0.6 0.2 -0.204
C 2.910837 0.650515 0.323711 -0.3 0.3 -0.1 -0.184
C 1.978344 1.800286 0.802228 0.5 -0.3 -0.2 -0.187
C 0.967139 2.342196 -0.198112 -0.4 -0.1 0.5 -0.151
C -0.409700 1.617015 -0.341241 0.0 0.7 0.1 -0.566
S -0.429030 -0.142228 0.126849 -0.2 -0.5 -0.1 0.960
C -1.567144 2.451302 0.344330 -0.1 -0.5 -0.1 -0.257
C -1.994184 2.029103 1.754611 0.1 0.4 -0.1 -0.168
C -0.927843 2.100704 2.832529 -0.3 -0.3 0.5 -0.251
O -1.540151 2.255404 4.107846 0.2 0.3 -0.3 -0.036
C -2.832014 2.481486 -0.530606 0.2 -0.1 1.0 -0.063
N -3.054343 1.115921 -1.096607 -0.5 0.3 -0.7 0.084
C -2.045990 0.866004 -2.165993 0.6 -0.4 -0.2 -0.068
C -0.713859 1.523134 -1.841725 0.0 -0.2 -0.1 -0.350
F -0.664909 2.794117 -2.399352 -0.2 0.0 0.1 0.030
H -0.857625 -3.531421 1.901768 0.1 0.0 0.1 0.083
H -1.861264 -2.234919 1.307913 0.0 0.1 -0.2 0.038
H -2.587467 -3.796984 1.651199 -0.1 -0.2 0.1 0.091
H 0.642162 -4.402588 0.755878 0.1 -0.1 0.2 0.117
H 1.088957 -4.871121 -0.861809 0.0 -0.1 -0.2 0.137
H 2.929881 -3.679617 -0.084490 0.2 0.0 0.3 0.128
H 1.967552 -2.438231 0.699697 0.0 0.3 0.0 0.104
H 1.251929 -1.814596 -1.739952 0.0 0.1 -0.1 0.081
H 2.453066 -2.968747 -2.258163 0.0 -0.1 -0.2 0.121
H 3.961612 -1.492981 -0.550874 0.5 0.0 -0.1 0.110
H 3.864465 -1.211946 -2.313813 0.4 -0.1 0.0 0.109
H 3.398130 0.889702 -1.749395 -0.1 0.4 -0.2 0.116
H 1.771007 0.241106 -1.488627 -0.1 0.2 -0.1 0.050
H 2.792568 -0.219060 0.964872 -0.1 -0.2 0.1 0.091
H 3.931440 0.985748 0.474695 0.2 -0.1 0.1 0.114
H 2.614730 2.637139 1.071456 0.0 0.2 0.1 0.117
H 1.505396 1.505886 1.733118 -0.2 0.0 0.1 0.075
H 1.420466 2.442370 -1.176220 0.1 -0.1 -0.2 0.117
H 0.730444 3.355675 0.109545 0.0 0.2 0.0 0.116
H 0.338825 -0.172395 1.218969 0.0 0.3 0.1 -0.072
H -1.240734 3.482985 0.423840 0.2 0.2 -0.1 0.149
H -2.749888 2.746159 2.071467 -0.1 0.1 0.0 0.127
H -2.488111 1.059170 1.770584 0.0 -0.3 0.0 0.105
H -0.318404 1.201839 2.855676 0.3 -0.1 -0.2 0.095
H -0.278238 2.956963 2.683751 0.1 0.2 0.0 0.130
H -1.721680 1.384519 4.454421 -0.1 -0.3 0.3 0.088
H -2.777622 3.191885 -1.342843 0.0 0.0 -0.3 0.143
H -3.666720 2.705178 0.121516 -0.3 0.1 -0.1 0.138
H -3.980877 1.064603 -1.515379 -0.1 -0.1 0.1 0.189
H -3.017804 0.400374 -0.367925 0.3 0.0 0.1 0.150
H -2.404593 1.232234 -3.119988 -0.2 0.2 0.0 0.153
H -1.875594 -0.199319 -2.272018 -0.2 -0.2 0.1 0.133
H 0.041703 0.918976 -2.337514 0.2 0.1 -0.1 0.142
```
Forces are in eV/Å.

---

C2HN2O5 | wB97M-V/def2-TZVPD

Properties
- ΔE to the lowest compared entry with this formula, charge and spin (kcal/mol) = 95.7
- max |F| (eV/Å) = 6.168
- charge = -1

The geometry in XYZ format:
```
10
Properties=species:S:1:pos:R:3:forces:R:3:lowdin_charge:R:1
C 2.812938 -0.484528 -0.013758 -0.1 -0.5 0.7 -0.523
C -1.090289 -0.009229 -0.012926 -2.5 -5.5 1.2 -0.192
N 0.142664 -0.093105 -0.063562 0.6 0.5 -0.6 -0.070
N -1.911614 1.055842 -0.082599 -0.2 3.6 -0.1 -0.448
O 2.614911 0.545680 0.498098 0.5 0.4 -0.3 0.134
O 3.311346 -1.466837 -0.412235 0.4 0.2 -0.3 0.124
O 0.827378 -1.141346 -0.080907 -0.1 -0.3 0.2 -0.140
O -3.107804 0.940627 0.123404 -0.1 -0.1 -0.1 -0.030
O -1.371777 2.160394 -0.344366 -0.6 -0.8 0.1 -0.006
H -2.227753 -1.507502 0.388853 2.2 2.6 -0.8 0.151
```
Forces are in eV/Å.